The following is a quantum chemistry calculation of a 4-piece molecular cluster, C42H87IN4O12PS2 overall, from the Open Molecules 2025 dataset.

Values from the calculation:
total charge	+1
orbital gap	5.720	eV
calculated total energy	-114544.054	eV

Atoms and positions in Å:
I (6.301987, 0.526133, -6.995635)
S (1.065017, -4.857472, -2.997574)
S (-3.315193, -2.658821, 0.217783)
P (3.793310, -4.364023, -4.481221)
O (-2.556009, -2.094736, 1.278343)
O (-5.918239, 1.714791, 11.897539)
O (-9.611420, 2.324442, 3.409407)
O (6.325986, 1.460645, -2.382507)
O (10.658561, 2.510908, -3.213411)
O (1.065446, 1.924456, -6.386096)
O (-0.777142, 1.455425, -7.571923)
O (-3.251100, -1.754455, -1.091588)
O (2.581584, 2.351072, -0.572599)
O (-4.702237, -2.750801, 0.564889)
O (-7.583752, 1.300961, 7.680891)
O (-6.621760, 0.089572, 0.809780)
N (-7.693681, -0.130557, 3.572162)
N (-5.653409, 3.060289, 9.092823)
N (8.888817, 2.345497, -0.841133)
N (2.831981, -2.991891, -3.764357)
C (-8.703386, 2.167108, 7.741116)
C (2.587673, 0.982890, -0.265771)
C (11.087197, 2.151134, -1.903717)
C (-4.719189, 1.896360, 11.167389)
C (-9.978682, 0.997262, 3.745923)
C (7.155698, 1.641615, -3.527546)
C (4.267024, -4.859842, -1.735516)
C (-7.979199, -1.036629, 2.464959)
C (6.930987, 0.774715, -1.295940)
C (-1.445940, -4.463714, -0.938527)
C (3.344944, -1.758861, -3.927203)
C (-9.027438, 2.483646, 2.129354)
C (4.614463, -1.552571, -4.708712)
C (-4.739421, 3.102189, 10.232013)
C (-2.791383, -4.318140, -0.168098)
C (4.193940, -5.549867, -3.111100)
C (3.891459, 2.893297, -0.732061)
C (0.984852, -2.163535, -2.528584)
C (4.456119, -1.701511, -6.235811)
C (-0.328466, -2.292846, -1.773837)
C (2.693184, -0.670125, -3.364100)
C (-5.425096, 0.769203, 1.139451)
C (-6.910975, 0.941111, 11.246659)
C (1.455245, 1.676723, -5.031772)
C (1.518443, -0.871681, -2.660336)
C (0.841340, 0.316774, -2.033917)
C (2.923674, 1.308709, -4.935895)
C (5.861030, -1.594744, -6.857161)
C (10.566224, 3.910551, -3.416274)
C (-6.793951, -1.136726, 1.526204)
C (2.730683, -5.225807, -5.736303)
C (-8.857871, 0.192118, 4.395723)
C (3.263582, 0.722999, -3.536522)
C (9.977954, 1.430402, -1.166801)
C (-0.390027, -3.372594, -0.640094)
C (-5.323868, 2.039548, 8.104928)
C (-6.434192, 1.893551, 7.085219)
C (1.204894, 0.394408, -0.527629)
C (-1.235742, 2.402800, -5.452631)
C (1.664494, -3.182008, -3.093528)
C (-0.302199, 1.903040, -6.544923)
C (7.690891, 1.685041, -0.335763)
H (-0.630882, -1.355845, -1.326176)
H (-6.587859, 2.887277, 9.440165)
H (-8.953829, 2.548208, 6.745983)
H (-9.416675, 1.761966, 1.407004)
H (7.006507, 2.475099, -0.013955)
H (4.346115, 0.729441, -3.423247)
H (0.474834, 1.048918, -0.048452)
H (6.105511, 0.327764, -0.731172)
H (-1.526635, 1.526428, -4.865910)
H (-0.779791, 3.107289, -4.756611)
H (-2.820775, -4.929031, 0.729606)
H (-1.017063, -5.413717, -0.611442)
H (-5.015531, 3.977703, 10.824961)
H (-7.320094, 0.731952, 3.197637)
H (-8.842690, -0.694637, 1.877531)
H (-5.340880, 1.632134, 0.478461)
H (-1.096274, -2.510801, -2.521847)
H (-8.205821, -2.029487, 2.863563)
H (1.065217, 1.255457, -2.520059)
H (4.492253, 2.211536, -1.344643)
H (-7.937678, 2.405883, 2.180686)
H (-9.271517, -0.737021, 4.799694)
H (3.362089, 0.413449, -0.800434)
H (-8.488962, 0.765493, 5.249267)
H (-4.399523, 2.322380, 7.592621)
H (-6.671173, 2.853513, 6.617542)
H (-6.997403, -1.910776, 0.785840)
H (3.589303, 2.135337, -5.182257)
H (9.635987, 0.606429, -1.808211)
H (4.986229, -5.411489, -1.129748)
H (-5.172459, 1.057448, 8.572814)
H (11.438926, 3.018991, -1.340117)
H (-8.522440, 3.005838, 8.421186)
H (-9.549474, 1.593618, 8.117356)
H (3.783088, 3.807738, -1.312485)
H (1.274775, 2.531688, -4.373112)
H (4.993199, -0.547349, -4.550725)
H (7.541873, -0.061180, -1.655721)
H (-2.133399, 2.843969, -5.870364)
H (6.590646, -1.989830, -6.156925)
H (5.199109, -5.897578, -3.349216)
H (5.933923, -2.015056, -7.852215)
H (10.327559, 4.077880, -4.465413)
H (3.290402, -5.421371, -6.644524)
H (7.867226, 0.823044, -3.657658)
H (-4.431223, 0.971018, 10.654681)
H (0.228126, -4.902439, -4.056375)
H (2.786167, 0.851622, 0.807869)
H (2.885989, 1.415458, -2.790566)
H (3.493386, -6.384136, -3.136793)
H (-6.476890, 0.177332, 10.596650)
H (-7.502029, 0.444559, 12.016763)
H (-0.233298, 0.169694, -2.142888)
H (-4.170043, -1.639370, -1.385668)
H (-10.422763, 0.484480, 2.884919)
H (-0.522778, -2.916979, 0.338430)
H (4.388179, 3.084483, 0.221254)
H (1.146806, -0.592146, -0.064044)
H (11.516014, 4.403313, -3.192505)
H (9.771949, 4.351280, -2.804010)
H (3.306487, -4.916134, -1.223521)
H (8.640801, 2.865247, -1.673271)
H (-5.441306, 1.126555, 2.174265)
H (0.579710, -3.867830, -0.616209)
H (6.496006, 1.671330, -4.393339)
H (-3.943479, 2.082804, 11.915598)
H (11.931919, 1.466244, -2.020287)
H (-3.725189, 3.282589, 9.861439)
H (-4.551613, 0.127032, 0.991580)
H (-7.590472, 1.575362, 10.670997)
H (3.110959, 0.529097, -5.672283)
H (-3.576204, -4.719607, -0.811241)
H (-10.777672, 1.091832, 4.486963)
H (-6.098233, 1.212701, 6.295892)
H (4.649206, -3.839177, -1.789271)
H (1.843927, -4.615598, -5.916027)
H (10.376088, 1.003591, -0.242225)
H (0.881153, 0.816876, -4.673228)
H (-9.266877, 3.488049, 1.778138)
H (4.040241, -2.667417, -6.532971)
H (-1.666981, -4.587499, -1.994779)
H (5.401523, -2.221341, -4.369110)
H (7.954232, 1.115625, 0.560851)
H (-5.890199, -1.420354, 2.060403)
H (7.687612, 2.594524, -3.481386)
H (3.847637, -0.920279, -6.683040)
H (2.369470, -6.138525, -5.259372)

Forces on atoms 1 to 3 (eV/Å):
I 0.2 -0.4 -0.4
S -0.1 -0.3 0.1
S -2.3 -0.3 2.4

Löwdin atomic charge list, values in e, 8 entries: 0.90 0.93 0.58 1.03 -0.25 -0.18 -0.18 -0.24